Computed, not measured: C17H18O3 in the gas phase in a non-equilibrium geometry, with wB97M-V/def2-TZVPD.

Each line ends with the Mulliken charge.
Atoms and positions in Å:
C  -3.8717  -1.6757  -1.3099  -0.493
C  2.1267  0.3513  -0.4605  0.592
H  4.2817  1.0549  -0.2800  0.277
H  4.0130  -0.3176  -1.4583  0.388
C  1.4828  0.3828  -1.8975  -0.752
C  -2.4590  1.3473  -1.1498  0.260
C  -4.9873  0.6697  -0.1287  -1.040
C  -0.0098  0.6852  -2.1694  -0.943
C  -1.3651  1.2414  1.6671  0.023
H  1.0467  0.6851  3.0949  0.358
H  -3.9179  -2.8112  -1.2768  0.339
C  -3.4370  0.9669  0.0705  0.664
C  -0.3125  0.9175  0.5151  0.173
H  2.6269  1.3304  2.4276  0.282
O  -5.3213  -1.3705  -1.9236  -0.436
C  1.2047  0.6006  0.7855  0.743
C  4.1728  -1.0401  0.6384  -0.145
H  6.1279  -0.9257  -0.6157  0.305
O  -1.1098  1.7901  2.7666  -0.566
H  4.2146  -0.5136  1.6676  0.031
H  -3.3323  -1.0377  -2.0794  0.248
H  -5.4381  1.2110  -1.0240  0.326
H  2.1565  0.1878  -2.7958  0.199
H  -5.6861  -1.6940  0.3714  0.275
C  -5.1635  -1.0119  -0.4648  0.135
C  3.6937  0.0684  -0.4137  -0.646
H  -5.5938  0.7878  0.8401  0.343
C  -0.9043  0.9778  -0.9457  0.575
C  5.7291  -1.4401  0.3375  -1.046
H  2.2680  -0.5087  2.4376  0.249
H  5.8319  -2.5763  0.3024  0.256
C  -2.9205  0.8968  1.3952  -0.545
O  -2.9017  1.9318  -2.1769  -0.538
C  1.8036  0.5351  2.2575  -1.222
H  6.3980  -1.0466  1.1932  0.273
H  -3.5303  0.6144  2.3124  0.316
H  3.4899  -1.9469  0.7304  0.399
H  -0.4066  0.6827  -3.2403  0.343

Forces on the atoms, in the same order (eV/Å):
-5.541 0.619 -0.891
-3.335 0.554 -1.139
-0.981 -1.539 0.080
-0.725 0.673 1.561
-1.958 0.654 2.610
-0.616 0.986 -1.026
0.168 -2.425 -0.543
1.631 0.048 3.762
-0.587 0.727 1.435
0.723 -0.053 -1.505
1.075 1.700 -0.002
0.401 -0.154 2.720
1.265 -0.316 -2.229
-1.273 -1.291 -0.520
0.882 0.272 4.180
-1.233 0.390 -2.800
1.313 1.313 0.774
-0.753 -1.089 1.337
-0.243 -1.882 -3.415
-0.312 -1.088 -1.614
0.279 -1.095 1.870
0.632 -0.621 1.363
-0.993 0.261 1.458
1.175 1.559 -2.220
2.826 0.075 -2.654
-0.365 -0.460 -0.555
1.122 0.322 -1.522
2.298 -0.676 0.298
-0.218 0.335 0.469
-0.713 1.770 -0.421
0.053 1.634 -0.193
0.976 0.214 -3.055
1.696 -2.399 3.598
0.199 -0.344 0.076
-1.082 -0.735 -1.327
0.829 0.680 -1.399
0.861 1.276 -0.430
0.525 0.106 1.868

Properties
SMILES: CCCc1ccc2c(c1C)C(=O)C=C(C[C@@H]1CO1)C2=O
gap between HOMO and LUMO: 0.290 Ha
highest occupied orbital energy: -9.05 eV
energy above the lowest of the compared OMol25 structures with the same formula, charge and spin: 716.5 kJ/mol